{"formula": "C32H72FIN2O15S5", "method": "the ωB97M-V functional and the def2-TZVPD basis", "species": ["C", "N", "C", "N", "C", "I", "C", "C", "O", "F", "C", "S", "O", "C", "C", "C", "C", "C", "C", "C", "C", "C", "C", "C", "C", "C", "O", "C", "H", "H", "H", "H", "H", "H", "H", "H", "H", "H", "H", "H", "H", "H", "H", "H", "H", "H", "H", "H", "H", "H", "H", "H", "H", "H", "H", "H", "H", "H", "H", "H", "H", "H", "H", "H", "H", "H", "H", "H", "C", "C", "O", "S", "C", "O", "O", "H", "H", "H", "H", "H", "H", "H", "H", "C", "C", "O", "S", "C", "O", "O", "H", "H", "H", "H", "H", "H", "H", "H", "C", "C", "O", "S", "C", "O", "O", "H", "H", "H", "H", "H", "H", "H", "H", "C", "C", "O", "S", "C", "O", "O", "H", "H", "H", "H", "H", "H", "H", "H"], "xyz": [[-6.01, -4.06, -2.21], [-4.77, -3.64, -2.85], [-3.81, -2.92, -2.01], [-2.52, -3.56, -1.88], [-2.38, -4.88, -1.32], [-3.50, -5.07, 0.53], [-2.91, -6.09, -2.18], [-2.94, -6.02, -3.68], [-3.89, -6.19, -4.37], [-1.75, -5.83, -4.25], [-0.91, -5.08, -0.87], [0.23, -4.70, -2.25], [-0.66, -4.25, 0.22], [0.58, -4.45, 0.88], [0.45, -4.08, 2.35], [1.36, -2.92, 2.74], [1.23, -2.54, 4.21], [2.29, -1.57, 4.72], [2.52, -0.31, 3.88], [2.24, 0.99, 4.63], [2.59, 2.24, 3.81], [1.70, 3.45, 4.13], [2.37, 4.82, 4.00], [2.29, 5.52, 2.62], [2.13, 4.62, 1.39], [0.69, 4.29, 0.98], [-0.22, 5.30, 1.38], [-1.47, 4.80, 1.78], [-6.61, -3.22, -1.84], [-5.83, -4.76, -1.40], [-6.62, -4.58, -2.94], [-5.02, -3.04, -3.62], [-3.61, -1.95, -2.46], [-4.22, -2.72, -1.02], [-2.05, -3.51, -2.78], [-3.95, -6.27, -1.94], [-2.37, -6.98, -1.87], [-0.79, -6.12, -0.55], [1.25, -5.47, -1.85], [0.90, -5.49, 0.77], [1.35, -3.83, 0.41], [-0.59, -3.82, 2.57], [0.71, -4.94, 2.97], [2.40, -3.20, 2.54], [1.11, -2.07, 2.11], [1.31, -3.46, 4.79], [0.24, -2.12, 4.40], [2.03, -1.26, 5.73], [3.24, -2.11, 4.81], [3.55, -0.28, 3.54], [1.90, -0.31, 2.98], [1.18, 1.03, 4.89], [2.84, 1.00, 5.54], [3.63, 2.51, 3.97], [2.51, 1.97, 2.75], [1.39, 3.34, 5.17], [0.78, 3.41, 3.54], [1.89, 5.48, 4.72], [3.41, 4.73, 4.31], [3.21, 6.07, 2.49], [1.50, 6.26, 2.66], [2.61, 5.12, 0.55], [2.66, 3.68, 1.52], [0.64, 4.19, -0.11], [0.39, 3.33, 1.39], [-1.98, 4.28, 0.96], [-2.09, 5.64, 2.08], [-1.37, 4.12, 2.63], [4.64, 10.73, 6.12], [3.19, 10.49, 6.52], [2.29, 10.47, 5.38], [2.30, 9.18, 4.47], [0.83, 9.52, 3.57], [2.10, 8.03, 5.30], [3.41, 9.22, 3.58], [5.04, 9.89, 5.55], [5.24, 10.85, 7.02], [4.73, 11.62, 5.51], [3.07, 9.57, 7.08], [2.82, 11.31, 7.13], [-0.02, 9.50, 4.25], [0.73, 8.73, 2.82], [0.93, 10.48, 3.09], [5.53, 8.18, 1.30], [6.16, 7.08, 2.12], [7.49, 6.72, 1.67], [8.68, 7.70, 2.04], [10.00, 6.60, 1.65], [8.65, 7.95, 3.45], [8.70, 8.80, 1.13], [6.06, 9.12, 1.42], [4.50, 8.32, 1.61], [5.55, 7.93, 0.23], [6.20, 7.34, 3.18], [5.59, 6.15, 2.02], [9.97, 5.76, 2.33], [10.92, 7.16, 1.78], [9.89, 6.28, 0.62], [-2.43, -5.25, -7.79], [-1.10, -5.75, -7.27], [-0.16, -6.06, -8.34], [0.55, -4.84, -9.07], [1.80, -5.77, -9.89], [1.14, -3.99, -8.08], [-0.34, -4.29, -10.04], [-2.33, -4.28, -8.27], [-3.13, -5.16, -6.96], [-2.84, -5.95, -8.52], [-0.64, -5.05, -6.58], [-1.23, -6.69, -6.75], [2.45, -6.21, -9.14], [2.34, -5.07, -10.52], [1.32, -6.53, -10.50], [-11.16, -8.14, -2.82], [-9.77, -8.68, -2.54], [-8.97, -8.84, -3.73], [-8.36, -7.53, -4.38], [-7.21, -8.31, -5.46], [-7.65, -6.81, -3.37], [-9.36, -6.86, -5.15], [-11.12, -7.11, -3.19], [-11.75, -8.15, -1.91], [-11.66, -8.74, -3.58], [-9.23, -8.06, -1.83], [-9.83, -9.69, -2.12], [-6.47, -8.84, -4.86], [-6.74, -7.53, -6.04], [-7.76, -9.00, -6.10]], "multiplicity": 1, "gap_ev": 9.27, "energy_ha": -4888.9824}